(1)
Formula: C6H11O4
Source: the OMol25 dataset
Level of theory: ωB97M-V/def2-TZVPD

```
! wB97M-V def2-TZVPD RIJCOSX def2/J DEFGRID3
* xyz 1 1
C 0.8746 0.7585 -1.3859
C 3.0001 -1.3663 0.6441
C -2.2010 -0.9223 -0.5165
C -0.6757 -0.9482 -0.7772
C -0.4847 1.3752 0.4119
C 0.6821 2.3178 0.2964
O 1.8960 -0.9618 0.6336
O -2.3663 -0.8416 0.8785
O -0.1977 0.3910 -0.7357
O 1.3130 1.7808 -0.8275
H 3.4131 -1.6876 -0.3543
H 3.6653 -1.6550 1.3982
H -2.5932 -1.8944 -0.8082
H -2.7836 0.0176 -0.9063
H -0.3376 -1.3386 -1.8664
H -0.2291 -1.6035 -0.0386
H -1.5633 1.7221 0.1382
H -0.4180 0.8871 1.3595
H 1.3298 2.1699 1.0881
H 0.4615 3.3746 0.0469
H -2.7851 -1.5755 1.3213
*
```

Summary:
LUMO   -2.9 eV
ΔE to the lowest compared entry with this formula, charge and spin   2.625 eV
Frontier orbital gap   0.402 Ha

---

(2)
Formula: C6H11O4PS
Source: the OMol25 dataset
Level of theory: ωB97M-V/def2-TZVPD

```
! wB97M-V def2-TZVPD RIJCOSX def2/J DEFGRID3
* xyz 0 1
O -1.9915 1.1811 2.7510
C -2.0810 0.6278 1.6857
C -1.9520 1.2673 0.3799
C -1.9677 0.3583 -0.5829
C -2.1654 -0.9643 0.0689
O -2.2977 -0.6651 1.4848
H -1.6630 2.2333 0.3729
H -1.8702 0.5124 -1.7048
H -3.0415 -1.4424 -0.2188
H -1.3864 -1.6111 -0.1595
C 1.4213 -1.3704 1.4857
O 1.0319 -0.5894 0.3172
P 1.5666 0.9451 0.1865
S 3.6285 0.3971 -0.1737
O 0.8907 1.3521 -1.1805
C 0.8959 0.4018 -2.2983
H 2.0589 -2.3054 1.2078
H 0.4103 -1.8018 1.6460
H 1.7692 -0.8077 2.3678
H 4.0268 1.5988 0.0441
H 0.2876 0.8575 -3.0812
H 0.4392 -0.4388 -1.9210
H 1.9895 0.2638 -2.6776
*
```

Summary:
SMILES string   O=C1C=CCO1.COP(S)OC
LUMO   0.6 eV
Frontier orbital gap   0.347 Ha

---

(3)
Formula: C6H11PS
Source: the OMol25 dataset
Level of theory: ωB97M-V/def2-TZVPD

```
! wB97M-V def2-TZVPD RIJCOSX def2/J DEFGRID3
* xyz 0 1
C -2.1139 0.6751 -0.6925
C -1.0238 0.8871 -1.4190
C -2.0445 0.6018 0.8438
C -0.6138 0.5896 1.4236
C 2.4009 -1.3093 -0.9511
C 1.3045 -0.9787 0.0648
P 0.7018 0.7209 0.1404
S 1.9124 2.1997 0.3552
H -3.1065 0.4622 -0.9126
H -0.8829 0.8992 -2.4268
H -2.6965 1.4218 1.1814
H -2.5512 -0.3326 1.1839
H -0.6175 1.4820 2.0441
H -0.5838 -0.3313 2.0038
H 3.1194 -0.4856 -1.1306
H 2.7322 -2.2751 -0.6940
H 1.9639 -1.4295 -1.8994
H 1.6459 -1.1521 1.1371
H 0.4534 -1.6453 -0.2520
*
```

Summary:
LUMO   0.7 eV
ΔE to the lowest compared entry with this formula, charge and spin   1.338 eV
Frontier orbital gap   0.334 Ha

---

(4)
Formula: C6H12
Source: the OMol25 dataset
Level of theory: ωB97M-V/def2-TZVPD

```
! wB97M-V def2-TZVPD RIJCOSX def2/J DEFGRID3
* xyz 0 1
C -2.3597 -0.6086 -0.1032
C -1.7792 -0.1360 0.9993
C -0.3542 -0.1125 1.2737
C 0.5731 -0.8491 0.6570
C 2.0289 -0.7930 0.9625
H -1.7882 -1.0211 -0.9171
H -3.4274 -0.5883 -0.2321
H -2.4029 0.2914 1.7763
H -0.0470 0.5521 2.0684
H 0.2841 -1.5512 -0.1134
H 2.3691 -1.7557 1.3488
H 2.5972 -0.5860 0.0548
H 2.2469 -0.0231 1.7002
C 0.4111 1.4362 -1.8946
H -0.6019 1.3786 -1.5222
H 0.4606 2.1502 -2.7097
H 1.0702 1.7544 -1.0973
H 0.7195 0.4619 -2.2514
*
```

Summary:
SMILES string   C=C/C=C/C.C
LUMO   1.1 eV
ΔE to the lowest compared entry with this formula, charge and spin   1.603 eV
Frontier orbital gap   0.354 Ha